173
Properties=species:S:1:pos:R:3:forces:R:3 method="wB97M-V/def2-TZVPD" lumo_energy_ev=-3.18 mol_weight_g_mol=1182.9 homo_lumo_gap_ev=7.0 total_energy_ha=-4719.11837 charge=+1 e_homo_ev=-10.178
C -3.11245 1.56100 6.58231 -0.5 0.2 0.1
C -4.37836 2.00312 6.87936 0.9 0.0 0.0
C -5.50668 1.68053 6.00253 0.2 1.4 -0.7
O -6.65024 1.72556 6.36482 -0.2 0.1 -0.1
O -5.11120 1.24145 4.77886 0.0 0.1 0.1
C -5.79850 1.81947 3.65289 0.2 0.1 -0.3
C -4.72821 2.22331 2.65271 -0.4 -0.6 -0.4
C -4.42610 1.13397 1.62681 0.7 0.2 0.1
C -3.27047 1.60039 0.71860 -0.5 -0.5 -0.7
C -2.26176 0.48738 0.44372 0.6 0.0 0.5
C -1.29264 0.40602 1.63535 -1.0 0.1 -0.6
N 0.08100 -0.10153 1.33287 0.5 -0.2 1.0
C 0.30492 -1.39805 1.74736 0.1 0.0 -0.4
N 0.16512 -2.39308 0.94138 -0.6 0.0 0.1
C -0.26732 -2.30279 -0.45925 0.3 -0.7 -0.5
C 0.92348 -1.95199 -1.34799 -0.1 0.5 0.2
C 0.51346 -1.90428 -2.83200 0.5 0.0 0.2
C 1.16660 -2.97005 -3.68052 0.0 -0.1 -0.2
C 1.61036 -2.64896 -4.96184 0.2 -0.3 -0.1
C 2.21951 -3.61641 -5.75472 0.0 -0.3 0.1
C 2.38606 -4.91996 -5.29707 -0.1 0.0 0.3
C 1.91804 -5.25450 -4.03010 -0.1 0.3 0.1
C 1.32433 -4.28218 -3.23225 0.0 0.2 -0.1
N 0.79742 -1.70221 3.02501 -0.4 0.4 0.7
C -0.14717 -2.07465 4.03260 -0.3 -0.1 0.1
F -0.84141 -0.99993 4.50237 0.0 0.0 0.0
F 0.50634 -2.59600 5.08725 0.2 0.0 -0.2
C -1.19487 -3.13094 3.57046 0.1 -0.4 0.6
F -1.62463 -3.77540 4.67297 -0.1 0.2 -0.1
F -2.25024 -2.50696 3.00814 0.2 0.0 -0.3
C 2.02851 -0.94939 3.36781 0.3 0.1 -0.8
Cl 1.92731 -0.08724 4.91848 0.2 -0.1 0.2
C 3.22151 -1.89222 3.24384 0.3 0.7 0.6
C 3.63298 -2.66943 4.50114 0.2 -0.9 -0.6
C 4.02229 -4.10735 4.07402 -0.2 0.9 0.0
S 2.62960 -5.15454 3.74474 -0.1 -1.3 -1.9
O 1.73813 -4.53953 2.78699 -0.1 0.7 0.8
O 3.10256 -6.42989 3.30747 0.3 0.0 0.7
O 1.84325 -5.31820 5.10650 0.2 0.5 0.0
O 2.21616 -0.00069 2.35167 -0.3 -0.4 0.1
C 1.07885 0.76458 2.03665 0.0 0.7 -0.7
C 1.50823 1.89702 1.09071 -0.6 0.4 0.6
N 1.67981 3.18937 1.73628 0.2 -0.2 0.0
H -2.56964 1.93239 5.71645 -0.7 -1.4 -1.0
H -2.61018 0.83699 7.21828 0.7 1.3 1.0
H -4.56964 2.56099 7.78997 -0.6 -1.5 0.8
H -6.38003 2.68970 3.95174 -0.1 -0.1 0.3
H -6.47466 1.08475 3.21516 -0.1 0.0 0.1
H -3.79327 2.41520 3.18092 -0.1 0.3 0.2
H -5.01501 3.12014 2.10290 0.0 -0.1 0.3
H -4.09982 0.21460 2.12439 -0.2 0.0 0.2
H -5.29948 0.88485 1.02413 -0.1 0.0 0.0
H -3.67964 1.91645 -0.24154 0.0 0.2 0.0
H -2.77986 2.47039 1.15558 0.1 0.0 -0.1
H -2.77819 -0.47247 0.36723 -0.1 0.0 -0.3
H -1.68909 0.66606 -0.46809 0.0 0.0 -0.1
H -1.19616 1.41747 2.02809 0.3 0.0 0.0
H -1.78337 -0.17220 2.41752 0.3 0.0 0.2
H 0.40807 -3.31016 1.30836 0.2 0.0 0.0
H -1.09778 -1.61943 -0.58667 0.1 0.2 0.2
H -0.61709 -3.29617 -0.74122 -0.1 0.0 0.2
H 1.74134 -2.65004 -1.16787 -0.1 -0.1 -0.1
H 1.28359 -0.97151 -1.03003 0.0 0.0 0.0
H -0.57473 -1.96933 -2.91008 0.0 0.0 -0.1
H 0.81715 -0.93544 -3.22391 -0.2 0.1 -0.2
H 1.50076 -1.64542 -5.35328 -0.1 0.1 0.2
H 2.56881 -3.37207 -6.74947 0.0 0.1 0.0
H 2.86199 -5.68328 -5.89894 0.0 0.2 0.0
H 2.00354 -6.26201 -3.64622 0.1 -0.1 -0.1
H 0.97879 -4.54077 -2.23653 0.0 -0.1 0.0
H -0.76234 -3.88581 2.91608 -0.1 0.1 -0.2
H 3.00644 -2.56155 2.41708 -0.1 0.0 -0.1
H 4.04869 -1.25459 2.93098 0.1 0.0 0.0
H 4.53454 -2.23010 4.91895 -0.1 0.1 0.3
H 2.84917 -2.69791 5.25278 0.0 0.2 0.1
H 4.50566 -4.03868 3.09737 0.1 -0.3 0.0
H 4.72944 -4.59352 4.74273 -0.2 -0.2 0.2
H 2.40704 -5.06371 5.85222 -0.1 -0.2 0.2
H 0.63374 1.24654 2.91195 0.0 -0.4 0.3
H 2.43059 1.60916 0.59154 -0.1 -0.1 -0.2
H 0.68893 2.02280 0.38275 0.2 -0.1 -0.3
H 0.79399 3.56232 2.05485 0.0 0.0 0.1
H 2.30114 3.13547 2.53382 0.1 0.1 0.0
C 1.96858 2.75688 -6.22075 0.0 0.0 0.2
C 1.18735 1.48100 -6.07680 0.1 0.1 0.0
O 1.08009 0.93510 -4.99430 0.0 -0.1 0.1
C 0.54399 0.91900 -7.31441 0.0 -0.1 0.4
H 2.35995 3.04760 -5.25060 0.0 0.1 0.0
H 2.79573 2.62033 -6.92033 -0.1 0.0 -0.1
H 1.31156 3.54822 -6.58589 0.0 0.0 -0.1
H 1.30519 0.69935 -8.06414 0.0 0.1 -0.1
H -0.15918 1.64199 -7.72717 0.1 0.0 -0.1
H 0.01018 0.00329 -7.07539 0.0 0.0 0.0
C 2.98004 5.25806 -1.22782 -0.1 0.1 -0.1
C 2.72922 4.35073 -2.40788 0.0 0.0 0.1
O 2.16417 4.73812 -3.40274 0.0 0.0 0.0
C 3.21925 2.92564 -2.28163 -0.1 0.0 -0.2
H 2.58311 6.24774 -1.44099 0.0 0.0 0.0
H 2.49222 4.85785 -0.33566 0.1 -0.1 0.0
H 4.05169 5.33610 -1.03684 0.0 -0.1 0.1
H 2.73761 2.44508 -1.42920 0.1 0.0 0.1
H 4.30001 2.91336 -2.12988 0.0 0.0 0.1
H 2.97617 2.36831 -3.18388 0.0 0.0 0.0
C -3.13148 6.94899 1.13995 0.1 -0.2 0.1
C -4.18031 5.90117 0.86996 0.0 0.0 0.0
O -4.04321 4.75763 1.24628 0.1 0.3 -0.2
C -5.40743 6.34096 0.11298 -0.1 -0.2 0.0
H -2.30573 6.50506 1.69105 0.0 0.0 0.0
H -2.75840 7.35582 0.19873 -0.1 0.1 0.0
H -3.55809 7.76204 1.72908 0.0 0.1 -0.1
H -5.12358 6.72389 -0.86839 0.0 0.1 0.0
H -5.92280 7.13034 0.66185 0.0 0.1 -0.1
H -6.08125 5.49705 -0.01440 0.0 0.0 0.0
C -0.53453 4.94117 6.79370 0.1 0.2 -1.1
C -0.59779 3.78616 5.83114 0.2 0.5 0.4
O -1.05837 3.89987 4.71570 -0.1 -0.2 -0.4
C -0.05842 2.45819 6.30725 0.0 0.0 -0.2
H -0.95238 5.82815 6.32437 0.1 0.1 -0.2
H -1.10752 4.70876 7.69391 0.5 0.2 -1.1
H 0.50150 5.13808 7.07500 0.0 -0.1 0.1
H -0.60337 2.11427 7.18801 0.2 0.1 0.1
H 1.00004 2.55236 6.55833 0.0 0.0 0.1
H -0.17550 1.72858 5.50885 0.0 -0.1 0.0
C -3.53081 5.18693 9.92942 0.1 -0.1 -0.3
C -2.13634 4.62242 10.04972 -0.4 0.2 0.6
O -1.51896 4.24751 9.07897 -0.5 -0.9 1.7
C -1.55130 4.54870 11.43836 0.2 -0.1 -0.2
H -3.83445 5.18747 8.88498 0.0 0.0 0.0
H -4.23195 4.58222 10.50675 0.0 0.1 0.1
H -3.55532 6.20954 10.30834 0.0 0.0 0.1
H -2.17490 3.91894 12.07450 -0.1 0.1 0.0
H -1.49849 5.54649 11.87615 -0.1 0.0 0.1
H -0.55038 4.12701 11.38942 0.0 0.0 0.0
C 7.70429 -7.08986 3.46763 0.1 0.2 0.0
C 7.17603 -6.26512 2.31803 0.1 -0.1 -0.1
O 7.67612 -5.20569 2.01617 -0.1 0.1 0.1
C 5.98930 -6.82284 1.57415 0.1 0.3 -0.1
H 8.55196 -6.58164 3.92094 0.0 0.0 0.0
H 6.92426 -7.23078 4.21836 0.0 -0.1 0.0
H 8.02439 -8.06936 3.11024 -0.1 -0.1 0.0
H 5.14998 -6.91749 2.26241 0.0 -0.3 0.0
H 6.22933 -7.79305 1.13852 -0.1 -0.1 0.1
H 5.71034 -6.13820 0.77511 0.0 0.0 0.0
C -3.47936 4.30884 -7.50318 0.1 0.0 -0.1
C -2.22232 4.11228 -6.69209 -0.1 0.0 0.1
O -1.12553 4.18282 -7.19328 0.1 0.0 -0.1
C -2.39570 3.82096 -5.22004 0.2 0.0 0.0
H -3.21514 4.50950 -8.53838 0.0 0.0 0.0
H -4.09742 3.41071 -7.45854 -0.1 0.0 0.1
H -4.05178 5.15048 -7.11013 -0.1 -0.1 0.1
H -2.97147 2.90342 -5.08639 -0.1 0.1 0.0
H -2.92434 4.64382 -4.73594 -0.1 -0.1 0.0
H -1.41842 3.70175 -4.75666 0.0 0.0 0.0
C -0.01363 -1.50079 -11.16683 0.0 0.0 0.2
C -0.96227 -0.42864 -10.68739 0.0 0.0 -0.1
O -1.02575 -0.11547 -9.52142 -0.1 -0.1 -0.1
C -1.82484 0.23264 -11.73408 -0.1 0.1 0.2
H 0.54619 -1.89468 -10.32174 0.0 0.0 0.0
H -0.57155 -2.31237 -11.63626 0.0 0.0 -0.1
H 0.68327 -1.08587 -11.89658 -0.1 0.0 -0.1
H -2.45397 -0.51089 -12.22576 0.1 0.0 -0.1
H -1.19874 0.71537 -12.48591 0.0 -0.1 -0.1
H -2.45753 0.98087 -11.26310 0.0 0.0 0.0
C 1.73450 -9.69078 -6.50222 0.2 0.1 0.1
C 1.99172 -8.31751 -7.07081 0.0 0.0 0.0
O 2.92304 -7.64151 -6.69842 0.0 -0.2 0.0
C 1.03210 -7.82549 -8.12574 0.1 0.2 0.0
H 2.49189 -9.92367 -5.75783 0.0 0.0 0.0
H 0.74906 -9.72391 -6.03476 -0.1 -0.1 -0.1
H 1.77175 -10.43782 -7.29631 -0.1 0.0 0.0
H 0.01965 -7.78556 -7.72085 0.0 -0.1 -0.1
H 1.04165 -8.49884 -8.98408 -0.1 -0.1 0.0
H 1.32645 -6.83007 -8.44944 0.0 0.0 0.0